No. 1
Formula: C62H138N18O40P4
Source: the Open Molecules 2025 dataset
Level of theory: wB97M-V/def2-TZVPD

energy = -212387.463 eV
strongest force on any atom = 5.977 eV/Å
net charge = 0

Geometry (Å):
C1 16.93 9.72 7.04
N1 17.94 10.42 7.92
O1 18.86 11.03 7.38
O2 17.80 10.25 9.06
H1 16.60 8.91 7.70
H2 17.43 9.28 6.18
H3 16.07 10.35 6.84
C2 11.45 1.18 8.22
N2 11.96 -0.22 8.22
O3 12.60 -0.65 9.16
O4 11.89 -0.82 7.11
H4 10.60 0.90 7.58
H5 11.99 1.91 7.61
H6 11.19 1.44 9.24
C3 13.40 11.69 9.99
N3 14.11 10.79 8.99
O5 14.74 9.82 9.33
O6 13.98 11.24 7.89
H7 14.05 11.97 10.82
H8 12.50 11.10 10.17
H9 12.98 12.59 9.55
C4 8.92 4.70 8.84
N4 7.81 4.88 9.83
O7 8.07 5.11 11.06
O8 6.65 4.87 9.35
H10 9.78 4.22 9.31
H11 9.09 5.53 8.16
H12 8.56 3.83 8.29
C5 21.65 8.41 7.42
N5 20.52 7.58 8.06
O9 20.80 6.92 9.00
O10 19.38 7.56 7.53
H13 22.61 8.09 7.82
H14 21.55 9.50 7.50
H15 21.35 8.19 6.40
C6 16.79 12.00 15.87
N6 16.77 10.51 15.43
O11 17.20 10.17 14.33
O12 16.43 9.75 16.32
H16 17.17 12.68 15.10
H17 17.26 12.05 16.85
H18 15.80 12.43 15.97
C7 11.37 8.45 7.30
C8 11.29 8.08 5.81
C9 12.70 7.90 5.08
O13 12.93 6.51 5.03
C10 11.84 5.82 5.66
O14 11.80 4.62 5.81
O15 10.81 6.73 5.76
H19 10.34 8.33 7.62
H20 11.69 9.47 7.47
H21 11.98 7.89 8.01
H22 10.75 8.81 5.21
H23 13.41 8.41 5.73
H24 12.88 8.47 4.17
C11 21.61 3.54 10.47
C12 21.66 2.78 11.80
C13 20.33 2.32 12.26
O16 20.77 1.23 13.01
C14 21.80 0.71 12.52
O17 22.26 -0.38 12.75
O18 22.35 1.57 11.70
H25 21.54 2.92 9.58
H26 22.51 4.13 10.33
H27 20.79 4.26 10.55
H28 21.98 3.54 12.51
H29 19.68 1.95 11.47
H30 19.71 2.90 12.95
C15 23.70 10.24 14.42
C16 23.10 10.46 12.99
C17 24.18 10.89 12.02
O19 24.26 9.76 11.20
C18 23.50 8.72 11.57
O20 23.41 7.57 11.10
O21 22.67 9.11 12.58
H31 23.17 9.33 14.71
H32 23.28 10.97 15.11
H33 24.77 10.10 14.50
H34 22.42 11.31 12.95
H35 25.01 11.19 12.66
H36 23.63 11.61 11.41
C19 12.21 7.76 13.56
C20 10.86 7.00 13.07
C21 10.81 5.56 13.34
O22 9.74 5.24 14.25
C22 9.05 6.41 14.45
O23 8.15 6.58 15.19
O24 9.84 7.40 13.94
H37 12.37 7.60 14.63
H38 12.12 8.83 13.36
H39 13.05 7.43 12.95
H40 10.65 7.19 12.02
H41 11.79 5.24 13.67
H42 10.65 5.02 12.41
C23 18.46 6.84 11.58
C24 16.97 6.34 11.68
C25 16.10 7.22 10.79
O25 15.16 6.29 10.27
C26 15.40 5.10 10.82
O26 14.52 4.25 10.70
O27 16.61 5.06 11.27
H43 18.61 7.90 11.78
H44 18.89 6.72 10.59
H45 19.02 6.23 12.29
H46 16.70 6.23 12.73
H47 16.63 7.62 9.93
H48 15.43 7.92 11.30
C27 13.49 -0.26 13.12
C28 12.47 -1.44 13.14
C29 12.87 -2.80 13.73
O28 12.37 -2.60 15.01
C30 11.56 -1.63 15.15
O29 11.03 -1.33 16.16
O30 11.33 -1.04 13.96
H49 12.99 0.60 12.68
H50 14.28 -0.60 12.45
H51 13.75 -0.07 14.16
H52 12.11 -1.56 12.12
H53 13.92 -3.07 13.59
H54 12.41 -3.66 13.26
C31 20.94 12.71 9.84
C32 21.93 13.65 9.27
C33 21.45 15.12 9.23
O31 22.36 15.77 10.01
C34 23.33 14.95 10.55
O32 24.25 15.33 11.26
O33 23.13 13.66 10.04
H55 20.07 12.59 9.20
H56 20.64 12.93 10.87
H57 21.20 11.65 9.83
H58 22.23 13.34 8.27
H59 20.46 15.36 9.61
H60 21.44 15.57 8.24
C35 17.78 -2.75 15.76
C36 16.68 -1.64 15.83
C37 16.93 -0.50 16.80
O34 16.98 0.70 15.96
C38 16.58 0.37 14.70
O35 16.35 1.19 13.79
O36 16.69 -0.96 14.58
H61 18.14 -2.97 16.76
H62 18.64 -2.55 15.13
H63 17.47 -3.74 15.42
H64 15.70 -2.08 16.04
H65 17.85 -0.72 17.35
H66 16.36 -0.42 17.73
O37 17.00 1.27 5.12
P1 17.09 2.41 6.04
N7 18.28 2.23 7.25
C39 18.21 2.89 8.68
C40 19.49 1.55 7.02
N8 15.70 2.74 6.97
C41 14.78 3.83 6.92
C42 15.01 1.60 7.81
N9 17.47 3.98 5.39
C43 17.80 4.06 3.97
C44 17.70 5.24 6.20
H67 17.18 2.86 9.03
H68 18.72 3.84 8.72
H69 18.75 2.21 9.34
H70 19.38 0.47 7.13
H71 20.45 1.95 7.37
H72 19.44 1.31 5.96
H73 15.23 4.75 7.30
H74 14.55 4.13 5.90
H75 13.88 3.56 7.47
H76 14.03 1.32 7.43
H77 15.56 0.66 7.88
H78 14.71 1.81 8.84
H79 17.37 4.95 3.51
H80 18.86 4.18 3.77
H81 17.42 3.17 3.46
H82 18.63 5.60 5.75
H83 17.96 5.07 7.24
H84 16.79 5.83 6.24
O38 7.41 -0.68 14.71
P2 7.48 0.55 13.87
N10 7.43 -0.01 12.26
C45 6.71 0.88 11.27
C46 8.15 -1.15 11.78
N11 8.96 1.39 13.93
C47 9.51 2.20 12.82
C48 9.45 1.79 15.26
N12 6.34 1.78 14.25
C49 6.49 3.22 14.50
C50 5.10 1.28 14.87
H85 5.74 0.40 11.15
H86 7.22 0.94 10.32
H87 6.66 1.90 11.66
H88 9.21 -0.96 11.93
H89 7.85 -1.13 10.73
H90 7.84 -2.06 12.30
H91 9.31 3.27 12.79
H92 10.59 2.10 12.87
H93 9.21 1.68 11.91
H94 9.09 2.79 15.48
H95 8.90 1.17 15.96
H96 10.54 1.72 15.36
H97 7.08 3.81 13.80
H98 5.67 3.77 14.95
H99 7.02 3.23 15.45
H100 4.30 1.98 14.64
H101 5.18 1.19 15.95
H102 4.89 0.28 14.48
O39 12.20 5.26 16.01
P3 12.64 4.69 17.34
N13 13.50 5.76 18.30
C51 14.66 6.28 17.54
C52 12.83 6.78 19.16
N14 13.53 3.25 17.34
C53 14.16 2.78 18.57
C54 13.20 2.20 16.40
N15 11.27 4.32 18.33
C55 9.90 4.40 17.82
C56 11.43 3.89 19.66
H103 15.06 7.13 18.10
H104 14.11 6.78 16.74
H105 15.25 5.47 17.11
H106 12.18 6.47 19.98
H107 12.22 7.49 18.61
H108 13.55 7.23 19.85
H109 14.90 2.06 18.22
H110 14.66 3.49 19.23
H111 13.59 2.22 19.31
H112 12.48 1.53 16.88
H113 12.83 2.62 15.47
H114 14.02 1.56 16.06
H115 9.95 4.87 16.84
H116 9.43 3.42 17.68
H117 9.36 5.19 18.34
H118 10.75 4.27 20.42
H119 12.40 4.09 20.12
H120 11.24 2.82 19.78
O40 21.00 4.67 16.79
P4 19.86 5.64 16.77
N16 18.53 5.07 15.86
C57 17.31 5.84 15.53
C58 18.45 3.71 15.38
N17 20.28 7.18 16.09
C59 21.12 8.06 16.88
C60 20.80 7.06 14.66
N18 19.16 5.85 18.32
C61 18.92 4.76 19.24
C62 18.56 7.16 18.80
H121 16.43 5.27 15.22
H122 17.42 6.61 14.76
H123 16.97 6.28 16.47
H124 19.30 3.11 15.71
H125 18.37 3.81 14.30
H126 17.52 3.23 15.69
H127 21.17 9.08 16.52
H128 20.86 8.16 17.93
H129 22.14 7.72 16.69
H130 20.39 7.93 14.16
H131 21.84 7.33 14.49
H132 20.44 6.22 14.06
H133 19.56 3.87 19.28
H134 18.93 5.18 20.24
H135 17.97 4.25 19.07
H136 19.30 7.73 19.36
H137 17.68 6.86 19.36
H138 18.20 7.69 17.91


No. 2
Formula: C6H8IrO6
Source: the Open Molecules 2025 dataset
Level of theory: wB97M-V/def2-TZVPD

⟨S²⟩ = 8.761
strongest force on any atom = 6.880 eV/Å
spin multiplicity = 6
net charge = +2
relative energy (zero: lowest compared OMol25 entry of this formula, charge and spin) = 89.9 kcal/mol

Geometry (Å):
H1 -1.29 -0.13 -0.71
O1 -0.42 1.65 -2.15
C1 -1.06 1.07 -1.10
C2 -0.28 0.81 0.14
C3 0.97 -0.03 0.13
C4 0.96 -1.21 1.09
O2 0.85 -0.71 2.44
C5 0.93 -1.60 3.41
O3 1.12 -2.79 3.28
O4 0.67 -0.99 4.56
H2 -2.10 1.43 -1.02
H3 -0.38 1.56 0.92
H4 1.85 0.60 0.33
H5 1.10 -0.48 -0.87
H6 1.90 -1.77 1.01
H7 0.12 -1.89 0.90
H8 0.73 -1.63 5.28
O5 -2.22 1.13 -3.62
C6 -1.15 1.73 -3.61
O6 -0.55 2.10 -4.63
Ir1 -1.76 1.16 -5.79


No. 3
Formula: C15H35BBrFNO
Source: the Open Molecules 2025 dataset
Level of theory: wB97M-V/def2-TZVPD

strongest force on any atom = 0.618 eV/Å
net charge = +1
relative energy (zero: lowest compared OMol25 entry of this formula, charge and spin) = 0.0 kcal/mol

Geometry (Å):
C1 1.23 1.37 3.04
O1 0.82 0.75 1.82
C2 0.83 -0.69 1.88
C3 -0.08 -1.35 2.92
C4 -1.37 -0.64 3.36
C5 -2.63 -1.32 2.82
C6 -2.77 -1.25 1.29
C7 -3.03 -2.55 0.52
C8 -2.47 -2.45 -0.90
C9 -0.96 -2.70 -0.95
C10 -0.19 -1.57 -1.62
C11 1.33 -1.67 -1.51
C12 2.04 -0.30 -1.50
B1 1.64 0.73 -2.61
Br1 2.85 0.89 -4.08
C13 0.42 1.69 -2.49
C14 0.19 2.77 -3.54
C15 1.19 3.93 -3.38
F1 1.84 3.88 -2.11
H1 1.88 2.22 2.80
H2 0.38 1.73 3.61
H3 1.80 0.66 3.65
H4 0.55 -1.00 0.87
H5 1.86 -1.02 2.05
H6 -0.34 -2.33 2.50
H7 0.54 -1.57 3.79
H8 -1.37 0.41 3.09
H9 -1.41 -0.67 4.45
H10 -2.65 -2.36 3.17
H11 -3.51 -0.84 3.28
H12 -3.58 -0.56 1.06
H13 -1.86 -0.79 0.88
H14 -4.10 -2.77 0.48
H15 -2.58 -3.39 1.06
H16 -2.66 -1.42 -1.24
H17 -3.01 -3.09 -1.60
H18 -0.73 -3.66 -1.44
H19 -0.58 -2.79 0.08
H20 -0.49 -1.46 -2.67
H21 -0.52 -0.65 -1.12
H22 1.74 -2.29 -2.30
H23 1.57 -2.17 -0.56
H24 1.80 0.13 -0.51
H25 3.12 -0.46 -1.52
H26 0.54 2.22 -1.54
H27 -0.47 1.07 -2.32
H28 0.31 2.35 -4.54
H29 -0.83 3.15 -3.47
H30 0.70 4.91 -3.42
H31 1.99 3.90 -4.12
N1 2.21 2.60 0.52
H32 2.44 2.56 -0.48
H33 2.93 2.14 1.06
H34 2.14 3.58 0.80
H35 1.30 2.13 0.69


No. 4
Formula: C6H12O
Source: the Open Molecules 2025 dataset
Level of theory: wB97M-V/def2-TZVPD

SMILES = CC1(O)CCCC1
strongest force on any atom = 0.298 eV/Å
net charge = 0
relative energy (zero: lowest compared OMol25 entry of this formula, charge and spin) = 1.3 kcal/mol

Geometry (Å):
C1 0.08 1.80 1.19
C2 0.03 0.40 0.60
O1 -0.02 -0.55 1.67
C3 -1.13 0.15 -0.37
C4 -0.74 -1.16 -1.10
C5 0.80 -1.28 -0.93
C6 1.24 0.03 -0.26
H1 -0.83 2.02 1.76
H2 0.19 2.56 0.41
H3 0.93 1.88 1.87
H4 -0.90 -0.95 1.69
H5 -2.10 0.10 0.14
H6 -1.19 0.98 -1.08
H7 -1.24 -2.02 -0.65
H8 -1.04 -1.13 -2.15
H9 1.31 -1.46 -1.88
H10 1.04 -2.12 -0.26
H11 1.41 0.82 -1.01
H12 2.15 -0.07 0.34


No. 5
Formula: C9H13NS
Source: the Open Molecules 2025 dataset
Level of theory: wB97M-V/def2-TZVPD

SMILES = C#C[C@H]1NSC=C1C(C)(C)C
strongest force on any atom = 5.562 eV/Å
net charge = 0
relative energy (zero: lowest compared OMol25 entry of this formula, charge and spin) = 88.7 kcal/mol

Geometry (Å):
C1 1.32 2.78 0.24
C2 1.21 1.70 -0.32
C3 1.31 -1.75 0.46
C4 0.66 -0.75 -0.06
C5 1.54 0.42 -0.77
C6 -1.03 0.61 1.09
C7 -1.81 -1.59 0.42
C8 -1.46 0.10 -1.42
C9 -0.86 -0.43 -0.04
N1 2.94 0.09 -0.40
S1 3.07 -1.52 0.24
H1 1.47 3.86 0.37
H2 1.11 -2.63 1.07
H3 1.42 0.25 -1.90
H4 -2.06 0.60 1.51
H5 -0.40 0.42 1.99
H6 -0.71 1.69 0.76
H7 -2.82 -1.16 0.15
H8 -1.81 -1.78 1.51
H9 -1.66 -2.47 -0.12
H10 -2.41 0.43 -1.36
H11 -1.36 -0.65 -2.15
H12 -0.84 1.01 -1.60
H13 3.17 0.79 0.33


No. 6
Formula: C35H40N3OPbS3
Source: the Open Molecules 2025 dataset
Level of theory: wB97M-V/def2-TZVPD

strongest force on any atom = 0.377 eV/Å
net charge = -1
relative energy (zero: lowest compared OMol25 entry of this formula, charge and spin) = 0.0 kcal/mol

Geometry (Å):
Pb1 0.20 0.77 -0.36
C1 4.62 2.11 -0.48
C2 3.19 2.61 -0.40
S1 2.23 1.90 0.91
C3 2.73 3.54 -1.25
C4 3.59 4.19 -2.31
S2 1.03 4.05 -1.30
H1 4.73 1.19 0.09
H2 5.33 2.84 -0.07
H3 4.92 1.90 -1.51
H4 4.66 3.98 -2.18
H5 3.46 5.28 -2.27
H6 3.29 3.88 -3.31
C5 1.47 -1.09 6.84
C6 1.93 0.28 6.41
C7 2.66 1.09 7.26
C8 3.07 2.36 6.89
C9 2.76 2.82 5.61
C10 2.04 2.02 4.73
C11 1.61 0.76 5.13
N1 0.86 -0.09 4.28
C12 0.04 0.23 3.20
N2 -0.46 1.49 3.23
C13 -1.30 2.21 2.31
C14 -1.34 1.98 0.93
C15 -2.27 2.74 0.22
C16 -3.09 3.69 0.81
C17 -2.96 3.94 2.17
C18 -2.07 3.20 2.94
C19 -1.94 3.49 4.41
N3 -0.33 -0.65 2.35
C20 0.25 -1.92 2.25
C21 1.64 -2.13 2.26
C22 2.16 -3.40 2.08
C23 1.32 -4.48 1.88
C24 -0.06 -4.27 1.85
C25 -0.61 -3.00 2.02
C26 -2.09 -2.77 1.96
H7 1.74 -1.27 7.88
H8 1.94 -1.88 6.24
H9 0.39 -1.20 6.73
H10 2.91 0.72 8.25
H11 3.63 2.98 7.57
H12 3.09 3.80 5.29
H13 1.86 2.36 3.72
H14 1.02 -1.08 4.38
H15 -0.30 1.96 4.10
H16 -2.35 2.60 -0.86
H17 -3.79 4.27 0.22
H18 -3.56 4.70 2.65
H19 -2.60 4.31 4.70
H20 -0.92 3.79 4.68
H21 -2.20 2.62 5.03
H22 2.29 -1.27 2.37
H23 3.24 -3.53 2.08
H24 1.72 -5.47 1.73
H25 -0.73 -5.11 1.67
H26 -2.61 -3.67 1.65
H27 -2.31 -1.96 1.26
H28 -2.48 -2.45 2.93
C27 3.96 -7.53 -3.78
C28 3.29 -6.24 -3.37
C29 3.52 -5.06 -4.07
C30 2.92 -3.87 -3.68
C31 2.08 -3.85 -2.58
C32 1.85 -5.02 -1.86
C33 2.45 -6.20 -2.26
S3 1.38 -2.27 -2.08
C34 -0.33 -2.75 -2.38
O1 1.74 -1.29 -3.15
H29 4.42 -7.44 -4.76
H30 3.25 -8.35 -3.81
H31 4.75 -7.81 -3.07
H32 4.17 -5.07 -4.94
H33 3.08 -2.94 -4.22
H34 1.23 -5.00 -0.97
H35 2.27 -7.11 -1.69
H36 -0.42 -3.09 -3.41
H37 -0.92 -1.85 -2.20
H38 -0.61 -3.52 -1.66
C35 0.28 2.49 -1.93
H39 -0.70 2.78 -2.32
H40 0.89 2.19 -2.79